Density functional theory data (ωB97M-V with the def2-TZVPD basis set) for a 12-piece molecular cluster, C72H176N12O19 overall in a non-equilibrium geometry.

Last columns: bonded neighbours and bond lengths (Å).
Cartesian coordinates (Å):
1 C -6.7483 3.3071 -7.5808  C2 1.587, H12 1.090, H13 1.090, H14 1.090
2 C -6.1345 1.9080 -7.1505  C1 1.587, C3 1.552, C4 1.575, N10 1.513
3 C -5.7431 1.1286 -8.4337  C2 1.552, H15 1.090, H16 1.090, H17 1.090
4 C -4.8327 2.1144 -6.2878  C2 1.575, C5 1.521, H18 1.090, H19 1.090
5 C -4.9798 2.4128 -4.8041  C4 1.521, C6 1.507, H20 1.090, H21 1.090
6 C -5.9120 1.3842 -4.2170  C5 1.507, C7 1.608, H22 1.090, H23 1.090
7 C -7.3796 1.2636 -4.8627  C6 1.608, C8 1.536, C9 1.565, N10 1.498
8 C -7.8594 -0.0705 -4.2723  C7 1.536, H24 1.090, H25 1.090, H26 1.090
9 C -8.3423 2.4259 -4.4476  C7 1.565, H27 1.090, H28 1.090, H29 1.090
10 N -7.1227 1.1082 -6.3298  C2 1.513, C7 1.498, O11 1.425
11 O -8.3225 0.8021 -7.0343  N10 1.425, H30 0.960
12 H -7.6899 3.1372 -8.1030  C1 1.090
13 H -7.1485 3.9975 -6.8383  C1 1.090
14 H -5.9572 3.8112 -8.1358  C1 1.090
15 H -4.9457 1.7204 -8.8831  C3 1.090
16 H -5.4490 0.0965 -8.2429  C3 1.090
17 H -6.5444 0.9229 -9.1434  C3 1.090
18 H -4.1985 1.2281 -6.3050  C4 1.090
19 H -4.2760 2.8860 -6.8197  C4 1.090
20 H -4.0391 2.4207 -4.2535  C5 1.090
21 H -5.2872 3.4585 -4.8052  C5 1.090
22 H -5.9885 1.7208 -3.1831  C6 1.090
23 H -5.4566 0.3940 -4.2037  C6 1.090
24 H -8.8641 -0.1390 -4.6892  C8 1.090
25 H -8.0371 0.1109 -3.2123  C8 1.090
26 H -7.2805 -0.9600 -4.5210  C8 1.090
27 H -8.5004 2.4401 -3.3692  C9 1.090
28 H -9.3168 2.3133 -4.9227  C9 1.090
29 H -7.7429 3.2814 -4.7590  C9 1.090
30 H -8.6471 1.6704 -7.2839  O11 0.960
31 C 2.3118 -0.1602 7.7774  C32 1.479, H42 1.090, H43 1.090, H44 1.090
32 C 1.5422 0.8952 7.0828  C31 1.479, C33 1.569, C34 1.495, N40 1.461
33 C 1.0864 1.9369 8.1634  C32 1.569, H45 1.090, H46 1.090, H47 1.090
34 C 2.4599 1.6439 6.1705  C32 1.495, C35 1.544, H48 1.090, H49 1.090
35 C 1.8123 2.5831 5.1305  C34 1.544, C36 1.532, H50 1.090, H51 1.090
36 C 0.8335 1.6716 4.3841  C35 1.532, C37 1.541, H52 1.090, H53 1.090
37 C -0.1836 0.8937 5.2417  C36 1.541, C38 1.588, C39 1.561, N40 1.455
38 C -1.3810 1.8061 5.7477  C37 1.588, H54 1.090, H55 1.090, H56 1.090
39 C -0.8169 -0.0856 4.2036  C37 1.561, H57 1.090, H58 1.090, H59 1.090
40 N 0.4591 0.2277 6.3649  C32 1.461, C37 1.455, O41 1.443
41 O -0.5249 -0.4573 7.1679  N40 1.443, H60 0.960
42 H 2.7763 -0.8301 7.0539  C31 1.090
43 H 3.1472 0.1749 8.3921  C31 1.090
44 H 1.7111 -0.8372 8.3849  C31 1.090
45 H 0.5810 2.8498 7.8482  C33 1.090
46 H 0.5591 1.3764 8.9354  C33 1.090
47 H 1.9459 2.3815 8.6650  C33 1.090
48 H 3.1531 2.2379 6.7661  C34 1.090
49 H 3.1563 0.9843 5.6529  C34 1.090
50 H 1.1902 3.3221 5.6355  C35 1.090
51 H 2.5177 3.0063 4.4155  C35 1.090
52 H 1.4428 1.0362 3.7414  C36 1.090
53 H 0.2004 2.3314 3.7908  C36 1.090
54 H -1.1020 2.4570 6.5763  C38 1.090
55 H -2.2055 1.2591 6.2047  C38 1.090
56 H -1.6731 2.5229 4.9802  C38 1.090
57 H -1.5004 -0.6832 4.8069  C39 1.090
58 H 0.0116 -0.6622 3.7924  C39 1.090
59 H -1.3030 0.4809 3.4094  C39 1.090
60 H -0.4956 -1.3833 6.9167  O41 0.960
61 C -7.3053 -3.8131 2.2907  O62 1.498, H67 1.090, H68 1.090, H69 1.090
62 O -7.9543 -2.5390 1.8446  C61 1.498, C63 1.388
63 C -8.2995 -1.7033 2.8974  O62 1.388, C64 1.556, H70 1.090, H71 1.090
64 C -8.6185 -0.2429 2.4643  C63 1.556, C65 1.525, N66 1.503, H72 1.090
65 C -8.7550 0.5396 3.7657  C64 1.525, H73 1.090, H74 1.090, H75 1.090
66 N -9.8773 -0.0242 1.6729  C64 1.503, H76 1.010, H77 1.010
67 H -7.9152 -4.2591 3.0762  C61 1.090
68 H -6.2999 -3.5535 2.6222  C61 1.090
69 H -7.3541 -4.5266 1.4681  C61 1.090
70 H -9.1929 -2.0350 3.4265  C63 1.090
71 H -7.4651 -1.6221 3.5940  C63 1.090
72 H -7.8871 0.1735 1.7716  C64 1.090
73 H -8.9422 1.5776 3.4910  C65 1.090
74 H -7.8428 0.5326 4.3623  C65 1.090
75 H -9.6147 0.2706 4.3795  C65 1.090
76 H -9.7184 -0.7010 0.9402  N66 1.010
77 H -10.6321 -0.4173 2.2170  N66 1.010
78 C -2.3744 -0.8158 -4.9062  O79 1.411, H84 1.090, H85 1.090, H86 1.090
79 O -2.1294 -1.7226 -3.8536  C78 1.411, C80 1.412
80 C -2.7027 -3.0037 -4.0120  O79 1.412, C81 1.615, H87 1.090, H88 1.090
81 C -2.0750 -3.9957 -2.9022  C80 1.615, C82 1.519, N83 1.434, H89 1.090
82 C -1.5066 -5.2960 -3.4443  C81 1.519, H90 1.090, H91 1.090, H92 1.090
83 N -2.9714 -4.2889 -1.8224  C81 1.434, H93 1.010, H94 1.010
84 H -1.8682 -1.1357 -5.8170  C78 1.090
85 H -1.9068 0.1328 -4.6423  C78 1.090
86 H -3.4549 -0.6750 -4.8765  C78 1.090
87 H -3.7471 -2.7540 -3.8254  C80 1.090
88 H -2.4734 -3.5081 -4.9507  C80 1.090
89 H -1.1430 -3.6267 -2.4741  C81 1.090
90 H -2.3927 -5.7707 -3.8657  C82 1.090
91 H -0.9878 -5.9248 -2.7208  C82 1.090
92 H -0.6842 -5.1583 -4.1464  C82 1.090
93 H -3.7770 -4.7968 -2.1588  N83 1.010
94 H -3.4404 -3.4158 -1.6279  N83 1.010
95 C 0.3172 5.0261 -1.1269  O96 1.396, H101 1.090, H102 1.090, H103 1.090
96 O 0.9538 5.9575 -1.9493  C95 1.396, C97 1.432
97 C 0.0469 6.9911 -2.3474  O96 1.432, C98 1.598, H104 1.090, H105 1.090
98 C 0.7337 8.0645 -3.3122  C97 1.598, C99 1.523, N100 1.450, H106 1.090
99 C 1.0782 7.6020 -4.7220  C98 1.523, H107 1.090, H108 1.090, H109 1.090
100 N 1.8328 8.6992 -2.6111  C98 1.450, H110 1.010, H111 1.010
101 H 0.0717 4.0170 -1.4579  C95 1.090
102 H -0.6658 5.3896 -0.8275  C95 1.090
103 H 0.9708 4.8560 -0.2713  C95 1.090
104 H -0.7208 6.4763 -2.9250  C97 1.090
105 H -0.3872 7.5235 -1.5012  C97 1.090
106 H 0.0316 8.8867 -3.4510  C98 1.090
107 H 1.4024 6.5644 -4.8028  C99 1.090
108 H 1.8035 8.2311 -5.2380  C99 1.090
109 H 0.1408 7.6024 -5.2782  C99 1.090
110 H 2.5594 8.6547 -3.3112  N100 1.010
111 H 2.0318 8.1323 -1.7992  N100 1.010
112 C 0.7748 -10.3382 2.3998  O113 1.453, H121 1.090, H122 1.090, H123 1.090
113 O -0.1440 -9.2368 2.1653  C112 1.453, C114 1.516
114 C -1.6278 -9.5455 2.1291  O113 1.516, C115 1.548, H124 1.090, H125 1.090
115 C -2.4957 -8.2753 2.3011  C114 1.548, N116 1.516, H126 1.090, H127 1.090
116 N -2.4066 -7.4158 1.0556  C115 1.516, C117 1.489, H128 1.010
117 C -3.3693 -6.2796 1.0706  N116 1.489, C118 1.541, H129 1.090, H130 1.090
118 C -2.8940 -5.0839 1.9193  C117 1.541, O119 1.423, H131 1.090, H132 1.090
119 O -3.8767 -4.0575 1.8458  C118 1.423, C120 1.472
120 C -3.2944 -2.7814 2.2936  O119 1.472, H133 1.090, H134 1.090, H135 1.090
121 H 0.7757 -10.9933 1.5287  C112 1.090
122 H 0.6727 -10.9669 3.2844  C112 1.090
123 H 1.7300 -9.8679 2.6332  C112 1.090
124 H -1.7558 -10.0816 3.0694  C114 1.090
125 H -1.9084 -10.1392 1.2591  C114 1.090
126 H -2.1252 -7.6894 3.1423  C115 1.090
127 H -3.4966 -8.5759 2.6109  C115 1.090
128 H -1.4584 -7.1858 0.7946  N116 1.010
129 H -4.3586 -6.6630 1.3205  C117 1.090
130 H -3.3364 -5.8602 0.0650  C117 1.090
131 H -2.0036 -4.6399 1.4742  C118 1.090
132 H -2.6015 -5.3192 2.9426  C118 1.090
133 H -2.5181 -2.3934 1.6342  C120 1.090
134 H -2.6350 -2.8420 3.1594  C120 1.090
135 H -3.9803 -1.9506 2.4588  C120 1.090
136 C -5.1097 -0.1200 0.1935  O137 1.470, H145 1.090, H146 1.090, H147 1.090
137 O -3.9304 0.6990 -0.1210  C136 1.470, C138 1.361
138 C -3.2058 0.3547 -1.2208  O137 1.361, C139 1.518, H148 1.090, H149 1.090
139 C -2.0578 1.2672 -1.6127  C138 1.518, N140 1.455, H150 1.090, H151 1.090
140 N -0.8215 0.5575 -1.9041  C139 1.455, C141 1.478, H152 1.010
141 C -0.2458 0.1278 -0.6123  N140 1.478, C142 1.567, H153 1.090, H154 1.090
142 C 0.0828 1.2415 0.4403  C141 1.567, O143 1.478, H155 1.090, H156 1.090
143 O 1.1959 0.7738 1.2923  C142 1.478, C144 1.422
144 C 2.4755 1.1792 0.8222  O143 1.422, H157 1.090, H158 1.090, H159 1.090
145 H -4.8013 -1.1132 0.5197  C136 1.090
146 H -5.9378 -0.1386 -0.5150  C136 1.090
147 H -5.6647 0.3149 1.0248  C136 1.090
148 H -3.9484 0.3265 -2.0182  C138 1.090
149 H -2.8091 -0.6552 -1.1169  C138 1.090
150 H -1.9675 2.0087 -0.8189  C139 1.090
151 H -2.4716 1.9192 -2.3820  C139 1.090
152 H -1.2351 -0.1823 -2.4534  N140 1.010
153 H 0.6689 -0.3815 -0.9156  C141 1.090
154 H -0.8013 -0.6482 -0.0856  C141 1.090
155 H -0.7348 1.4570 1.1282  C142 1.090
156 H 0.3830 2.1832 -0.0193  C142 1.090
157 H 2.3879 2.2579 0.9520  C144 1.090
158 H 2.7802 1.0249 -0.2129  C144 1.090
159 H 3.3274 0.8767 1.4312  C144 1.090
160 C 2.9686 1.8618 -3.6945  O161 1.375, H169 1.090, H170 1.090, H171 1.090
161 O 3.5922 0.6651 -3.9577  C160 1.375, C162 1.450
162 C 4.7522 0.7467 -4.8232  O161 1.450, C163 1.504, H172 1.090, H173 1.090
163 C 5.5060 -0.5547 -4.8558  C162 1.504, N164 1.445, H174 1.090, H175 1.090
164 N 4.9161 -1.6387 -5.6074  C163 1.445, C165 1.437, H176 1.010
165 C 5.6854 -2.8502 -5.5340  N164 1.437, C166 1.560, H177 1.090, H178 1.090
166 C 6.3092 -3.3077 -4.1791  C165 1.560, O167 1.381, H179 1.090, H180 1.090
167 O 6.9809 -4.4940 -4.4028  C166 1.381, C168 1.384
168 C 6.1781 -5.6166 -4.5061  O167 1.384, H181 1.090, H182 1.090, H183 1.090
169 H 3.6587 2.5064 -3.1501  C160 1.090
170 H 2.1204 1.7126 -3.0264  C160 1.090
171 H 2.5840 2.4444 -4.5316  C160 1.090
172 H 5.5177 1.4900 -4.6003  C162 1.090
173 H 4.4453 0.8508 -5.8640  C162 1.090
174 H 5.6652 -0.9473 -3.8515  C163 1.090
175 H 6.5643 -0.5292 -5.1154  C163 1.090
176 H 4.0009 -1.8759 -5.2522  N164 1.010
177 H 6.5462 -2.7528 -6.1957  C165 1.090
178 H 4.9275 -3.4991 -5.9729  C165 1.090
179 H 5.5419 -3.5388 -3.4402  C166 1.090
180 H 7.0103 -2.5652 -3.7982  C166 1.090
181 H 5.4412 -5.5237 -5.3038  C168 1.090
182 H 5.7050 -5.8541 -3.5533  C168 1.090
183 H 6.8666 -6.4319 -4.7280  C168 1.090
184 C 11.9733 -2.3960 -1.0813  O185 1.459, H193 1.090, H194 1.090, H195 1.090
185 O 10.7130 -2.5792 -0.3699  C184 1.459, C186 1.445
186 C 9.9874 -3.6324 -1.0432  O185 1.445, C187 1.592, H196 1.090, H197 1.090
187 C 8.8796 -4.2039 -0.0523  C186 1.592, N188 1.459, H198 1.090, H199 1.090
188 N 7.5573 -3.7042 -0.4145  C187 1.459, C189 1.489, H200 1.010
189 C 7.4261 -2.2970 0.0534  N188 1.489, C190 1.543, H201 1.090, H202 1.090
190 C 5.9706 -1.8893 -0.2574  C189 1.543, O191 1.442, H203 1.090, H204 1.090
191 O 5.5259 -1.9675 -1.6270  C190 1.442, C192 1.413
192 C 4.1216 -1.9685 -1.7844  O191 1.413, H205 1.090, H206 1.090, H207 1.090
193 H 11.7367 -2.3457 -2.1441  C184 1.090
194 H 12.7693 -3.1068 -0.8591  C184 1.090
195 H 12.4084 -1.4852 -0.6698  C184 1.090
196 H 10.6298 -4.4945 -1.2224  C186 1.090
197 H 9.6151 -3.2268 -1.9839  C186 1.090
198 H 9.1623 -4.3003 0.9960  C187 1.090
199 H 8.6641 -5.2367 -0.3261  C187 1.090
200 H 7.3674 -3.9627 -1.3722  N188 1.010
201 H 8.0813 -1.5905 -0.4562  C189 1.090
202 H 7.5090 -2.0709 1.1165  C189 1.090
203 H 5.9676 -0.9027 0.2060  C190 1.090
204 H 5.3476 -2.5749 0.3170  C190 1.090
205 H 3.9327 -1.9857 -2.8578  C192 1.090
206 H 3.5410 -1.2733 -1.1782  C192 1.090
207 H 3.8727 -2.9774 -1.4553  C192 1.090
208 C -4.9247 3.8113 4.3979  O209 1.406, H217 1.090, H218 1.090, H219 1.090
209 O -4.0703 3.6094 3.3003  C208 1.406, C210 1.469
210 C -3.9101 4.6542 2.2796  O209 1.469, C211 1.596, H220 1.090, H221 1.090
211 C -5.1028 4.8100 1.2309  C210 1.596, N212 1.477, H222 1.090, H223 1.090
212 N -4.7109 4.5438 -0.1681  C211 1.477, C213 1.523, H224 1.010
213 C -5.8643 3.9761 -0.9844  N212 1.523, C214 1.489, H225 1.090, H226 1.090
214 C -7.0380 4.8678 -1.1928  C213 1.489, O215 1.442, H227 1.090, H228 1.090
215 O -8.1812 4.6891 -0.3330  C214 1.442, C216 1.361
216 C -8.4545 3.4080 0.0350  O215 1.361, H229 1.090, H230 1.090, H231 1.090
217 H -4.7603 4.8207 4.7750  C208 1.090
218 H -4.6893 3.1072 5.1960  C208 1.090
219 H -5.9935 3.6965 4.2175  C208 1.090
220 H -3.0243 4.5484 1.6533  C210 1.090
221 H -3.8249 5.5794 2.8496  C210 1.090
222 H -5.7276 5.6928 1.3667  C211 1.090
223 H -5.6645 3.9402 1.5716  C211 1.090
224 H -3.9614 3.8674 -0.1362  N212 1.010
225 H -6.1940 2.9815 -0.6842  C213 1.090
226 H -5.2870 3.7026 -1.8676  C213 1.090
227 H -7.3652 4.7255 -2.2227  C214 1.090
228 H -6.6804 5.8830 -1.0208  C214 1.090
229 H -8.5754 2.6743 -0.7621  C216 1.090
230 H -9.3949 3.3727 0.5850  C216 1.090
231 H -7.7957 2.9190 0.7527  C216 1.090
232 C 7.4861 -6.0283 8.2522  O233 1.441, H241 1.090, H242 1.090, H243 1.090
233 O 6.7609 -5.7214 7.0451  C232 1.441, C234 1.452
234 C 7.5143 -5.3853 5.8500  O233 1.452, C235 1.517, H244 1.090, H245 1.090
235 C 6.5623 -5.0037 4.7321  C234 1.517, N236 1.426, H246 1.090, H247 1.090
236 N 6.0595 -3.6776 4.8820  C235 1.426, C237 1.494, H248 1.010
237 C 4.9989 -3.4302 3.8591  N236 1.494, C238 1.553, H249 1.090, H250 1.090
238 C 4.9073 -1.9154 3.5271  C237 1.553, O239 1.455, H251 1.090, H252 1.090
239 O 3.8613 -1.5452 2.5856  C238 1.455, C240 1.456
240 C 2.5344 -1.8122 3.1228  O239 1.456, H253 1.090, H254 1.090, H255 1.090
241 H 8.3949 -6.5429 7.9402  C232 1.090
242 H 6.6961 -6.6942 8.5996  C232 1.090
243 H 7.6752 -5.1038 8.7977  C232 1.090
244 H 8.1886 -6.1301 5.4272  C234 1.090
245 H 8.0938 -4.4808 6.0349  C234 1.090
246 H 5.8408 -5.8116 4.6099  C235 1.090
247 H 7.1783 -5.0013 3.8328  C235 1.090
248 H 6.6651 -2.8693 4.8812  N236 1.010
249 H 3.9768 -3.7524 4.0580  C237 1.090
250 H 5.2424 -4.0067 2.9666  C237 1.090
251 H 5.8447 -1.5954 3.0721  C238 1.090
252 H 4.8082 -1.3672 4.4639  C238 1.090
253 H 2.4205 -2.8804 3.3072  C240 1.090
254 H 1.7920 -1.5311 2.3758  C240 1.090
255 H 2.3439 -1.1508 3.9681  C240 1.090
256 C 3.8333 8.5926 2.3127  O257 1.443, H265 1.090, H266 1.090, H267 1.090
257 O 4.2008 7.4634 1.4936  C256 1.443, C258 1.400
258 C 3.7976 7.3799 0.1556  O257 1.400, C259 1.478, H268 1.090, H269 1.090
259 C 4.2036 6.0639 -0.3820  C258 1.478, N260 1.436, H270 1.090, H271 1.090
260 N 5.6208 5.8516 -0.2953  C259 1.436, C261 1.470, H272 1.010
261 C 6.0546 4.5365 -0.7868  N260 1.470, C262 1.554, H273 1.090, H274 1.090
262 C 5.5704 3.3346 0.0702  C261 1.554, O263 1.426, H275 1.090, H276 1.090
263 O 6.3497 2.1570 -0.1265  C262 1.426, C264 1.452
264 C 5.8851 1.4828 -1.3253  O263 1.452, H277 1.090, H278 1.090, H279 1.090
265 H 4.1943 9.5420 1.9173  C256 1.090
266 H 4.4467 8.3703 3.1859  C256 1.090
267 H 2.7606 8.4921 2.4785  C256 1.090
268 H 4.2107 8.2441 -0.3647  C258 1.090
269 H 2.7165 7.5093 0.2050  C258 1.090
270 H 3.8645 5.9241 -1.4085  C259 1.090
271 H 3.8426 5.2295 0.2192  C259 1.090
272 H 5.9994 6.5274 0.3529  N260 1.010
273 H 7.1183 4.5396 -0.5489  C261 1.090
274 H 5.9114 4.4027 -1.8591  C261 1.090
275 H 4.4878 3.2185 0.0195  C262 1.090
276 H 5.5632 3.5474 1.1392  C262 1.090
277 H 6.2683 2.1288 -2.1152  C264 1.090
278 H 4.8004 1.3798 -1.3543  C264 1.090
279 H 6.3217 0.5145 -1.5701  C264 1.090

Output
* M: 1514.265 u
* HOMO-LUMO gap: 8.25 eV
* HOMO energy: -7.9 eV
* SMILES: CC1(C)CCCC(C)(C)N1O.CC1(C)CCCC(C)(C)N1O.COC[C@H](C)N.COC[C@H](C)N.COC[C@H](C)N.COCCNCCOC.COCCNCCOC.COCCNCCOC.COCCNCCOC.COCCNCCOC.COCCNCCOC.COCCNCCOC
* energy relative to the best compared isomer or geometry (same formula, charge and spin): 603.2 kJ/mol

Löwdin atomic charge list, values in e, 6 entries: -0.02, -0.44, -0.04, -0.14, -0.20, -0.14